[1]
Computed, not measured: the molecule C6H7N, with ωB97M-V with the def2-TZVPD basis set.

Geometry (Å):
C 0.833536 0.441222 -1.381973
H -1.147026 1.116881 -1.607905
H 1.479685 -2.185237 0.513814
C 1.624547 -0.506506 -0.760556
C 0.152472 -0.509674 1.101462
H -2.565503 1.235110 0.535051
N -1.874751 0.785107 1.113437
H -2.253895 0.093939 1.740190
C -0.472495 0.646692 -0.900246
H 1.136591 0.974434 -2.268509
H 0.051726 -0.607146 2.177232
C 1.126330 -1.176275 0.378221
C -0.749090 0.332997 0.418176
H 2.657872 -0.641543 -1.058394

Forces on the atoms, in the same order (eV/Å):
-0.624 -0.486 0.460
-0.319 0.319 0.558
0.641 0.163 1.227
-0.153 0.203 -0.059
-0.526 -0.420 -0.168
-0.093 -0.059 0.081
0.203 0.079 -0.130
-0.197 0.113 -0.045
0.704 0.626 -0.633
0.185 -0.127 -0.174
-0.443 -0.699 -0.094
0.540 1.053 -0.812
0.298 -0.205 0.170
-0.217 -0.564 -0.382

Properties
gap between HOMO and LUMO: 0.3318 hartree
charge: 0
energy above the lowest of the compared OMol25 structures with the same formula, charge and spin: 23.3 kcal per mole



[2]
Computed, not measured: a cluster of 2 separate species, C6H7N2O in total, with ωB97M-V with the def2-TZVPD basis set.

Geometry (Å):
N 0.794174 -1.002162 0.458376
C -0.775309 0.642727 0.275900
N -2.809265 1.894584 0.102974
C -3.853963 2.294101 0.502370
C -1.700725 1.276798 -0.483095
H 0.728434 0.114450 -1.266676
H -0.895793 0.501754 1.386675
H -4.622318 2.959098 0.730057
C 0.270415 -0.108660 -0.284187
H 2.354616 -1.292281 -0.729390
O -4.762092 -2.404802 -0.118191
H 2.689404 -1.764250 1.004174
H 1.739427 -2.785951 0.144200
H -1.708795 1.202360 -1.548288
C -4.691907 -1.285553 -0.309662
C 1.905728 -1.687137 0.197344

Forces on the atoms, in the same order (eV/Å):
-3.407 2.242 2.433
-2.669 0.394 1.377
-4.269 1.117 1.423
6.204 -2.168 -2.530
0.188 -0.223 1.262
-0.462 0.113 0.142
0.114 0.489 -1.248
-1.270 0.661 0.604
2.803 -1.400 -0.669
0.511 -0.657 0.034
0.094 1.964 -0.366
-0.939 0.945 -0.316
-0.413 0.512 -0.470
-0.180 0.401 -0.499
-0.065 -1.926 0.382
3.761 -2.464 -1.560

Properties
gap between HOMO and LUMO: 0.2801 hartree
charge: +1
energy above the lowest of the compared OMol25 structures with the same formula, charge and spin: 67.1 kcal per mole



[3]
Computed, not measured: a structure of composition C6H7N2O3S, with ωB97M-V with the def2-TZVPD basis set.

Geometry (Å):
H 2.142278 0.946769 2.845868
N 0.100051 1.389383 2.259290
C -2.085038 1.349446 1.224545
O 0.827868 -3.127884 -1.000948
N 1.331430 -0.017249 1.050200
H -1.681685 0.235914 -1.906591
H -2.458213 1.996167 0.326717
O 2.603629 -1.454337 -0.853678
H -2.272026 1.954386 2.226407
S 1.450804 -1.954532 -1.619435
C -0.844063 -0.261528 -2.274671
C -0.648062 0.993326 1.141944
C 1.255902 0.755032 2.133275
O 1.722957 -1.921835 -3.031538
C 0.120917 -0.630306 -1.493521
C 0.146322 0.163362 0.382296
H -0.837286 -0.462635 -3.391743
H -2.840481 0.689691 1.354577
H 1.964694 -0.643171 0.627005

Forces on the atoms, in the same order (eV/Å):
-1.622 -0.626 -1.302
0.684 -0.855 -0.635
0.178 5.117 -0.277
0.389 0.966 -0.920
-2.231 1.241 -0.577
-1.083 1.196 0.547
0.714 -0.782 1.509
-0.576 -0.091 0.164
0.851 -0.618 -2.169
-0.450 1.123 0.822
0.335 -0.605 -2.799
0.495 -0.542 1.172
1.599 1.255 2.374
-0.265 -0.799 -0.716
1.589 0.123 5.384
-0.776 -1.840 -3.680
0.079 -0.207 1.551
-1.719 -3.238 -0.066
1.810 -0.817 -0.380

Properties
gap between HOMO and LUMO: 0.3223 hartree
charge: -1
energy above the lowest of the compared OMol25 structures with the same formula, charge and spin: 29.7 kcal per mole



[4]
Computed, not measured: the molecule C6H7N3, with ωB97M-V with the def2-TZVPD basis set.

Geometry (Å):
H -0.309840 0.353025 2.585248
C 0.040255 -0.217472 1.690289
N -0.115605 0.390694 0.339047
N -0.816737 -0.466109 -0.541269
H 1.170229 -0.373302 1.977344
H -1.126663 -0.294275 -2.768399
H -1.614434 -2.401736 -0.352282
C -1.262432 -1.544968 0.220098
H -1.275107 -2.366815 2.103067
C 0.779408 0.569400 -1.742223
H 1.061446 1.096694 -2.786765
H 2.223907 2.323835 -0.002669
C 1.021445 0.895674 -0.259828
C -0.901448 -1.517616 1.430958
C -0.407916 -0.096926 -1.832596
N 1.540139 1.951704 0.517118

Forces on the atoms, in the same order (eV/Å):
-0.212 0.100 -1.248
-0.367 -1.689 0.825
1.075 -1.531 1.385
-0.151 1.662 -0.217
-1.996 -0.194 -0.986
2.090 0.233 2.356
-0.640 0.376 0.342
-0.539 -0.956 -5.608
1.132 1.713 -0.606
-0.404 1.962 -2.145
0.176 -1.043 3.133
3.580 2.034 -2.325
-0.952 5.263 0.777
1.683 -0.106 5.515
-0.903 -1.690 -0.159
-3.571 -6.133 -1.038

Properties
gap between HOMO and LUMO: 0.2993 hartree
charge: 0
energy above the lowest of the compared OMol25 structures with the same formula, charge and spin: 108.6 kcal per mole



[5]
Computed, not measured: a cluster of 2 separate species, C6H7N3 in total, with ωB97M-V with the def2-TZVPD basis set.

Geometry (Å):
C 2.342417 -0.712590 -0.126175
H -2.475758 1.623854 0.179659
C 0.059477 -0.474387 0.107343
C 0.603101 0.811378 0.041732
N -0.274940 1.747075 -0.198604
C 2.086375 0.575945 -0.093079
H -3.134433 -1.320454 -1.084199
N -2.549338 -1.236434 -0.056380
H 3.351530 -1.022191 0.029172
H 2.702125 1.488999 -0.318484
N 1.155270 -1.361509 0.101730
H 1.144300 -2.367362 0.575517
H -0.245118 2.744088 1.142538
C -1.528340 1.093521 0.029080
H -3.362720 -0.605201 0.358647
C -1.279175 -0.391476 0.072753

Forces on the atoms, in the same order (eV/Å):
-0.026 0.195 1.514
0.605 -0.222 -0.416
4.770 -0.966 0.495
5.210 -3.862 -0.270
-3.059 4.254 4.411
-1.910 5.936 -1.257
3.348 0.377 2.917
-2.678 1.477 -1.055
0.118 -1.263 -0.256
-0.129 -1.501 0.441
-1.461 -4.860 1.041
-0.238 3.152 -1.775
-0.147 -2.481 -3.727
0.816 -3.203 -0.154
2.506 -1.608 -0.408
-7.726 4.576 -1.502

Properties
gap between HOMO and LUMO: 0.2327 hartree
charge: 0
energy above the lowest of the compared OMol25 structures with the same formula, charge and spin: 152.2 kcal per mole



[6]
Computed, not measured: the molecule C6H7N3O2, with ωB97M-V with the def2-TZVPD basis set.

Geometry (Å):
H 3.865918 -1.018420 -0.307320
C 0.027100 1.018577 -0.045087
C -0.584995 -0.242461 0.017910
O -2.464106 -1.608233 0.124490
N -2.106001 -0.427774 0.050313
H -1.445278 2.415703 -0.817198
C 1.402092 1.005114 0.053020
C -0.703920 2.333148 -0.001103
N 1.564632 -1.366038 -0.123475
O -2.838633 0.514588 -0.116372
C 2.112855 -0.176897 0.038636
C 0.250321 -1.409695 -0.042041
H 1.921582 1.936525 0.221781
H 3.980657 0.643762 -0.162121
N 3.475087 -0.142513 0.102667
H -1.266012 2.421946 0.946793
H -0.302540 -2.360474 -0.137497
H 0.110833 3.097676 -0.143917

Forces on the atoms, in the same order (eV/Å):
-0.285 1.072 0.778
-0.872 -0.402 0.966
0.131 -0.806 -0.190
-0.021 1.333 0.261
1.837 -1.881 -0.881
0.459 -0.004 0.418
-0.491 0.650 0.226
0.559 0.382 -0.582
-0.733 -0.850 0.484
0.011 0.208 0.337
0.767 0.866 -0.613
-2.304 0.726 -0.498
0.110 0.120 -0.253
0.559 1.646 -0.426
0.329 -3.343 -0.210
0.438 0.221 -0.436
0.726 0.390 0.191
-1.220 -0.327 0.429

Properties
gap between HOMO and LUMO: 0.3267 hartree
charge: 0
energy above the lowest of the compared OMol25 structures with the same formula, charge and spin: 56.1 kcal per mole



[7]
Computed, not measured: a cluster of 2 separate species, C6H7N3O2 in total, with ωB97M-V with the def2-TZVPD basis set.

Geometry (Å):
C -3.397585 -0.265387 -1.268998
N -0.416555 1.823651 2.053616
H -4.107634 -0.955094 -1.651268
O 1.749569 -1.788972 0.213528
H 3.557355 -0.057499 1.092576
H 2.188192 -0.498391 2.233659
H -3.757017 0.698914 -1.323991
C 0.569555 1.413172 1.679119
H 2.225740 1.920676 0.625615
C -2.158704 -0.693025 -1.200419
H -1.992395 -1.848832 -1.257987
H -1.398684 1.051037 -0.285243
O 1.885560 -1.035135 -1.833626
C 0.256452 -0.210673 -0.504904
N 1.303882 -0.992395 -0.729809
C -1.016783 0.129896 -0.750086
N 2.648017 0.178403 1.638679
C 1.861035 1.129654 1.269538

Forces on the atoms, in the same order (eV/Å):
-0.071 -1.424 -1.335
-2.436 0.938 0.870
-0.736 -0.758 0.138
-1.096 1.977 -0.631
-2.354 0.453 1.467
0.676 -0.684 -0.208
-0.191 2.289 0.519
0.960 -0.877 0.448
0.369 -0.248 -0.239
1.748 -2.683 0.740
-0.119 2.303 -0.202
0.566 0.071 -0.229
-0.304 0.927 0.450
-0.976 1.775 0.359
1.085 -3.346 -0.136
0.805 -0.599 1.048
1.385 -0.856 -0.488
0.687 0.741 -2.571

Properties
gap between HOMO and LUMO (spin up / spin down): 0.2499 / 0.2516 hartree
charge: 0
energy above the lowest of the compared OMol25 structures with the same formula, charge and spin: 194.2 kcal per mole



[8]
Computed, not measured: the molecule C6H7N3O2, with ωB97M-V with the def2-TZVPD basis set.

Geometry (Å):
C -0.159943 0.841748 1.261239
H -1.152216 -3.030458 -0.167577
C -1.201236 -1.949963 0.172385
H -1.985101 1.735236 2.137719
H 0.722181 -2.313733 -1.914809
O 2.517116 2.379505 0.284511
H 0.435255 1.446605 1.950990
C -0.086153 -1.083996 -0.268790
C 1.337197 0.754518 -0.755311
N 1.391971 -0.107841 -1.684093
C -1.570039 1.077591 1.368170
H -2.345054 0.632544 0.615314
N 2.103041 1.921303 -0.830485
C 0.697938 -1.291215 -1.414365
O 2.406290 2.234087 -1.948575
N 0.344839 0.254426 0.099266
H -1.250696 -1.988481 1.253292
H -2.205388 -1.511873 -0.158881

Forces on the atoms, in the same order (eV/Å):
-5.658 2.868 0.605
0.351 1.530 -0.005
-1.622 -0.009 0.503
0.365 -0.556 -0.032
0.284 2.095 0.068
-1.063 -0.452 -2.633
0.434 -0.665 -0.464
3.000 1.986 -3.027
-4.194 -4.253 0.528
2.123 -3.357 -3.013
2.561 -1.439 -1.498
1.754 0.899 1.435
1.452 0.980 2.532
-0.736 0.896 1.264
0.341 1.111 0.447
-0.623 -0.935 2.630
-0.110 -0.003 0.366
1.340 -0.696 0.295

Properties
gap between HOMO and LUMO: 0.3144 hartree
charge: 0
energy above the lowest of the compared OMol25 structures with the same formula, charge and spin: 130.4 kcal per mole



[9]
Computed, not measured: the molecule C6H7N3O2, with ωB97M-V with the def2-TZVPD basis set.

Geometry (Å):
N -0.762155 -0.771681 -0.325531
O -0.169178 1.729876 3.376400
H 0.795040 0.496206 -2.420890
N -1.886235 -0.861932 0.403999
H -2.278538 -0.057144 2.299862
C -0.900113 -1.326018 -1.657042
H 2.397378 0.358931 0.192327
O 1.469884 1.549339 1.947100
H -0.196987 -2.187323 -1.628797
N 0.321830 1.359043 2.341403
H -1.947660 -1.695987 -1.635464
H 2.596408 0.915969 -1.821835
C 0.194357 -0.050220 0.249005
C -0.395873 0.455124 1.502063
H -0.735339 -0.520551 -2.370847
C -1.614808 -0.164058 1.549553
C 1.638057 0.566715 -1.621553
C 1.473931 0.203712 -0.379753

Forces on the atoms, in the same order (eV/Å):
-1.024 0.626 0.726
-0.204 0.602 0.296
1.993 0.601 1.467
0.382 1.020 2.577
-2.363 0.078 2.132
0.118 -1.043 1.043
-0.915 -0.438 0.437
-0.283 1.030 0.867
-0.355 0.614 -1.107
0.706 -1.759 -0.511
0.833 0.228 -0.494
1.382 0.448 -1.234
-0.627 0.781 1.644
1.948 -1.483 -3.292
-0.040 -0.711 -0.284
0.418 -0.599 -3.071
-2.775 -0.651 -2.415
0.807 0.656 1.221

Properties
gap between HOMO and LUMO: 0.3326 hartree
charge: 0
energy above the lowest of the compared OMol25 structures with the same formula, charge and spin: 111.2 kcal per mole



[10]
Computed, not measured: the molecule C6H7N3O2S, with ωB97M-V with the def2-TZVPD basis set.

Geometry (Å):
H 1.478530 -1.450937 1.274218
H 3.242299 -1.876845 1.047047
C -3.397890 1.138639 0.407923
H 2.642141 -0.296265 1.424959
N -4.223873 1.920667 0.639350
S -1.984351 -1.347655 0.595847
O 1.353233 0.272903 -0.589277
H 1.606171 -1.599373 -1.105407
C -0.893411 1.018935 -0.209643
C 0.071002 -0.010970 -0.306146
O -2.727556 -2.193419 -0.300919
H -1.585835 2.975421 -0.457502
H 2.953888 -0.599636 -1.373157
C -2.394931 0.303552 0.015519
N -0.699090 2.337494 -0.373472
H 0.205667 2.700130 -0.799755
C 2.236213 -0.848507 -0.634088
C 2.494277 -1.222910 0.860921
N -0.376484 -1.221224 -0.116418

Forces on the atoms, in the same order (eV/Å):
1.120 -0.879 -0.460
2.050 -2.300 0.557
-1.588 1.363 0.390
0.791 0.111 -0.296
0.294 -0.256 -0.016
1.162 1.885 -1.824
-1.371 1.408 -0.160
0.392 -0.682 0.081
-6.621 0.335 0.448
0.411 -3.051 0.452
-0.808 -1.622 -0.071
2.383 -1.712 0.318
1.404 0.359 0.113
7.373 1.866 -0.276
-0.735 1.048 -1.001
-1.745 -0.781 0.934
-1.709 -1.220 1.207
-3.243 3.255 -0.996
0.440 0.874 0.602

Properties
gap between HOMO and LUMO (spin up / spin down): 0.2703 / 0.2702 hartree
charge: 0
energy above the lowest of the compared OMol25 structures with the same formula, charge and spin: 62.5 kcal per mole



[11]
Computed, not measured: the molecule C6H7N3O3, with ωB97M-V with the def2-TZVPD basis set.

Geometry (Å):
H -0.738922 -0.856303 2.525809
N 2.145942 1.859972 0.098457
H 3.465743 0.978966 -1.280356
O -1.374346 1.909568 -0.183657
O -2.376904 -0.067641 1.847323
N -1.595687 0.727900 -0.427911
C -0.630151 -0.295519 0.274753
H -1.771735 -1.971358 -0.223587
H -0.802717 -1.517605 -1.625446
C 2.481930 0.860657 -0.781224
H -0.071804 -2.474701 -0.097082
N 0.686116 0.211661 0.191522
C 1.646116 -0.143512 -0.798923
H 1.751577 -0.932028 -1.419116
C -1.281197 -0.428982 1.662149
C -0.803775 -1.726830 -0.469138
O -2.357027 0.330801 -1.329468
C 1.017508 1.512867 0.597494
H 0.609328 2.022091 1.438400

Forces on the atoms, in the same order (eV/Å):
0.655 -0.243 -0.488
0.074 0.745 -0.258
-1.035 -0.383 0.078
-0.831 -1.532 0.020
-2.781 0.798 0.182
-0.197 0.943 -2.682
-0.645 -1.938 -1.037
-2.196 -1.108 0.381
0.380 -0.647 2.348
3.596 2.195 -0.597
-0.417 0.658 -0.398
-0.660 0.138 -0.384
-1.467 1.740 2.233
-0.545 -2.811 -1.331
2.462 -0.303 0.356
2.011 2.755 -1.378
1.182 0.494 2.148
1.242 -1.590 0.636
-0.828 0.088 0.174

Properties
gap between HOMO and LUMO: 0.3432 hartree
charge: 0
energy above the lowest of the compared OMol25 structures with the same formula, charge and spin: 80.3 kcal per mole



[12]
Computed, not measured: the ion C6H7N4O4 with charge -1, with ωB97M-V with the def2-TZVPD basis set.

Geometry (Å):
H -2.659742 -1.400470 0.768312
N 0.327187 1.673067 1.106473
H 1.336104 -0.644463 2.214500
H 2.869703 0.538256 -0.277679
H -0.652961 1.645923 0.900933
C -1.129150 -0.679434 -0.654902
C 0.224236 -0.194437 -0.742828
H 2.660424 1.471593 1.246369
O 0.212218 -0.383702 -2.973504
C -1.637263 -1.071323 0.612935
O -2.323096 0.859412 -1.595275
N 2.293284 0.644142 0.646683
C -0.682676 -1.175029 1.677156
C 0.840272 0.404991 0.576605
O -2.742415 -1.129104 -2.523532
O 2.074828 -0.149401 -2.035729
C -2.164004 -0.356344 -1.824350
H -1.018296 -1.700795 2.564970
N 0.581114 -0.609918 1.547087
N 0.862971 -0.205872 -1.958451
H 0.727265 2.462909 0.724227

Forces on the atoms, in the same order (eV/Å):
0.251 -0.017 -0.135
-1.993 -2.505 0.803
-0.416 -0.410 0.311
-1.999 0.161 2.320
-0.831 0.588 0.068
1.570 1.402 -0.775
-1.966 0.015 2.542
-1.587 -1.935 -1.617
-0.780 -0.001 -0.545
2.495 -0.036 1.864
-0.178 0.689 -0.114
2.988 0.470 -1.448
-0.780 1.122 -2.219
2.229 0.938 -0.978
-0.694 -1.881 -1.314
2.381 0.620 0.550
0.806 1.172 2.137
0.703 0.109 0.196
-2.225 -1.663 0.929
-0.937 -0.471 -1.155
0.961 1.633 -1.420

Properties
gap between HOMO and LUMO: 0.2865 hartree
charge: -1
energy above the lowest of the compared OMol25 structures with the same formula, charge and spin: 13.3 kcal per mole



Question: The highest charge belongs to which entry?
Answer: C6H7N2O



Question: Which value of charge does entry 7 give?
Answer: 0



Question: energy above the lowest of the compared OMol25 structures with the same formula, charge and spin of number 9 (C6H7N3O2)?
Answer: 111.2 kcal per mole